Formula: C2H3N
Source: OMol25
Level of theory: ωB97M-V/def2-TZVPD

XYZ file:
```
6
Properties=species:S:1:pos:R:3
C 1.09 0.11 -0.02
C -0.32 0.27 -0.05
N 2.20 -0.19 0.03
H -0.75 0.99 0.74
H -1.19 -1.41 0.18
H -1.03 0.23 -0.87
```

Properties
* 2S+1: 3
* <S²>: 2.02
* HOMO level (alpha / beta): -0.3056 / -0.4473 Ha
* strongest force on any atom: 4.807 eV/Å